Density functional theory data (the ωB97M-V functional and the def2-TZVPD basis) for a molecular structure, C42H45N4O3PRuS.

gap between HOMO and LUMO (spin up / spin down): 7.075 / 6.694 eV
spin multiplicity: 2
lowest unoccupied orbital energy (spin up / spin down): -0.0975 / -0.1055 hartree
<S²>: 0.76
HOMO level (spin up / spin down): -9.73 / -9.56 eV
electronic energy: -79088.4960 eV
net charge: +1
ΔE to the lowest compared entry with this formula, charge and spin: 0.0 kcal/mol

The geometry in XYZ format:
```
97
Properties=species:S:1:pos:R:3:forces:R:3:mulliken_charge:R:1
Ru -0.6512 -0.1261 0.4080 0.09 0.21 -0.17 -0.294
C -1.9993 1.4640 -4.5392 0.01 0.03 0.02 -0.633
C -2.6085 0.3602 -3.9625 0.03 -0.02 0.01 -0.614
C -2.8159 0.3103 -2.5895 -0.09 -0.03 0.03 -0.600
C -2.4170 1.3707 -1.7806 -0.31 0.40 0.02 0.188
C -1.8154 2.4869 -2.3706 0.05 -0.04 0.05 -0.253
C -1.6062 2.5310 -3.7385 0.05 -0.03 -0.03 -0.721
P -2.5531 1.3164 0.0460 0.35 -0.90 -1.25 1.918
C -3.3718 2.8325 0.5571 0.24 0.04 0.15 0.790
C -3.0713 3.4185 1.7832 -0.16 -0.01 0.04 -0.390
C -3.7663 4.5457 2.1942 0.02 -0.02 -0.04 -0.750
C -4.7539 5.0838 1.3824 -0.02 0.05 0.01 -0.583
C -5.0558 4.4976 0.1604 0.00 -0.01 -0.02 -0.689
C -4.3667 3.3710 -0.2582 0.01 0.02 0.01 -0.719
C -3.4967 -0.1658 0.4002 0.24 0.19 0.40 -0.116
C -4.8096 -0.4898 0.6881 -0.12 -0.11 -0.31 -0.857
C -5.0930 -1.8285 0.9366 0.01 0.08 -0.03 -0.770
C -4.0750 -2.7774 0.9020 0.08 -0.06 -0.04 -0.658
C -2.7453 -2.4189 0.6902 -0.18 0.04 -0.01 -0.568
C -2.4379 -1.0802 0.4679 -0.47 0.00 0.75 0.329
H -1.8451 1.5043 -5.6095 0.00 -0.01 0.00 0.421
H -2.9375 -0.4650 -4.5814 0.00 0.00 -0.01 0.455
H -3.3087 -0.5496 -2.1525 0.03 -0.01 0.02 0.503
H -1.5120 3.3278 -1.7566 -0.02 0.01 0.01 0.499
H -1.1392 3.4009 -4.1820 -0.02 0.01 0.00 0.485
H -2.3029 2.9915 2.4109 -0.18 -0.03 0.00 0.638
H -3.5351 5.0039 3.1468 0.00 0.00 0.00 0.447
H -5.2915 5.9672 1.7012 -0.01 0.00 0.00 0.407
H -5.8274 4.9197 -0.4693 0.00 0.00 0.00 0.430
H -4.5958 2.9173 -1.2148 0.00 0.01 0.00 0.481
H -5.5895 0.2620 0.6995 0.00 0.00 0.03 0.566
H -6.1067 -2.1361 1.1566 0.00 0.00 0.00 0.410
H -4.3219 -3.8176 1.0791 -0.01 0.01 -0.01 0.450
H -1.9692 -3.1699 0.7136 0.05 -0.02 0.09 0.331
O 1.0832 7.7690 1.7725 -0.03 -0.08 0.04 -0.480
C 0.8863 6.8685 0.7870 -0.03 0.04 -0.01 0.625
O 0.9685 7.2090 -0.3587 -0.01 -0.01 0.00 -0.553
C 0.5796 5.4583 1.1914 0.01 -0.01 -0.03 0.789
C 0.2468 5.0629 2.4859 -0.04 -0.01 -0.01 -0.845
C -0.0087 3.7353 2.7738 0.19 0.02 0.01 -1.222
C 0.0705 2.7611 1.7740 0.18 -0.11 0.08 0.484
S -0.2190 1.0848 2.2575 -0.14 0.27 0.38 -0.317
C 0.3909 3.1599 0.4772 -0.06 0.01 -0.07 -0.018
C 0.6340 4.4934 0.1931 -0.04 0.01 0.02 -1.125
H 1.0513 7.3404 2.6357 0.03 0.05 -0.02 0.289
H 0.1324 5.7823 3.2897 0.04 0.00 0.00 0.221
H -0.2860 3.4467 3.7805 0.01 -0.02 0.00 0.399
H 0.4482 2.4302 -0.3203 0.06 -0.05 0.05 0.702
H 0.8786 4.8084 -0.8129 0.01 0.01 0.00 0.493
C 3.7061 -4.5584 2.8053 -0.04 0.03 0.02 -1.073
N 3.0394 -3.3056 2.4709 0.04 0.02 -0.07 0.065
N 1.8394 -3.2897 1.7886 -0.08 -0.18 0.22 0.662
C 1.1838 -2.1049 2.0266 -0.04 -0.07 -0.37 0.593
O 0.0869 -1.8727 1.4489 0.17 -0.18 0.07 -0.444
C 2.0204 -1.3762 2.9175 -0.09 0.00 0.04 -1.094
C 3.1120 -2.1591 3.1842 0.06 0.02 -0.03 0.350
C 4.2446 -1.9214 4.1190 -0.01 0.02 0.02 -1.725
C 1.5225 -4.2583 0.7986 0.08 0.14 -0.06 -0.367
C 2.4608 -4.5758 -0.1751 -0.05 0.03 -0.04 0.490
C 2.1406 -5.5124 -1.1458 0.01 0.02 0.00 -0.975
C 0.8856 -6.1064 -1.1510 0.01 -0.01 -0.01 -0.485
C -0.0474 -5.7703 -0.1797 -0.02 -0.01 0.01 -0.718
C 0.2704 -4.8517 0.8095 0.01 -0.02 -0.02 -0.211
H 3.1488 -5.3815 2.3691 0.00 0.00 -0.01 0.380
H 3.7376 -4.6907 3.8859 0.00 -0.01 0.00 0.374
H 4.7178 -4.5675 2.4035 0.00 -0.01 0.01 0.347
H 1.8087 -0.4021 3.3184 0.00 0.00 0.01 0.600
H 4.2297 -0.8887 4.4576 0.01 0.00 0.01 0.409
H 5.2041 -2.1218 3.6421 0.00 0.00 -0.01 0.345
H 4.1667 -2.5654 4.9972 -0.01 0.00 0.00 0.358
H 3.4278 -4.0873 -0.1705 0.01 -0.01 0.00 0.503
H 2.8691 -5.7708 -1.9028 0.00 -0.02 0.00 0.416
H 0.6395 -6.8401 -1.9066 -0.01 0.02 -0.01 0.435
H -1.0234 -6.2372 -0.1817 0.00 0.00 0.00 0.434
H -0.4374 -4.5896 1.5835 0.01 -0.01 0.01 0.565
C 3.3406 0.0529 -4.0278 0.00 0.02 -0.01 -1.120
C 3.0525 -1.1465 -3.1362 -0.06 -0.09 0.05 -0.926
N 2.0553 -0.8585 -2.1052 -0.08 -0.02 -0.01 0.540
C 0.6533 -0.8847 -2.5348 0.10 0.10 -0.03 -1.043
C -0.1105 -2.0903 -2.0046 -0.05 -0.03 -0.09 -0.479
C 2.3798 -0.3755 -0.8948 -0.05 0.16 -0.27 0.745
C 3.8387 -0.2813 -0.5279 -0.05 -0.03 0.00 -2.018
N 1.4699 0.0228 -0.0594 0.10 0.36 0.32 0.624
H 4.1111 -0.1920 -4.7588 -0.01 -0.01 0.00 0.422
H 3.6854 0.9054 -3.4411 0.02 -0.01 0.00 0.253
H 2.4481 0.3630 -4.5724 -0.01 0.00 0.02 0.329
H 3.9637 -1.5123 -2.6683 0.02 0.02 0.01 0.492
H 2.6611 -1.9747 -3.7296 0.03 -0.01 -0.01 0.449
H 0.6555 -0.9185 -3.6237 0.04 0.03 -0.01 0.574
H 0.1806 0.0625 -2.2552 -0.05 -0.07 -0.03 0.066
H 0.4703 -3.0045 -2.1490 0.00 0.00 -0.01 0.205
H -1.0594 -2.1990 -2.5302 -0.01 0.04 0.03 0.418
H -0.3296 -2.0416 -0.9348 0.05 -0.03 0.07 0.113
H 4.2971 -1.2713 -0.5097 -0.01 0.00 0.01 0.368
H 3.9372 0.1626 0.4595 0.01 0.00 0.00 0.422
H 4.3908 0.3291 -1.2416 -0.01 0.00 -0.01 0.412
H 1.8900 0.3897 0.7873 0.10 -0.09 0.00 -0.059
```
Forces are in eV/Å.

---

Density functional theory data (the ωB97M-V functional and the def2-TZVPD basis) for 6 unconnected molecules or ions with the total composition C24H48O6.

gap between HOMO and LUMO: 9.558 eV
structure (SMILES): C1CCOC1.C1CCOC1.C1CCOC1.C1CCOC1.C1CCOC1.C1CCOC1
lowest unoccupied orbital energy: 0.0042 hartree
HOMO level: -9.44 eV
electronic energy: -37945.0641 eV
ΔE to the lowest compared entry with this formula, charge and spin: 117.7 kcal/mol

The geometry in XYZ format:
```
78
Properties=species:S:1:pos:R:3:forces:R:3:mulliken_charge:R:1
C -1.1120 2.3381 -0.3351 -0.26 -1.01 0.59 -0.491
C -1.0290 3.7760 -0.6042 1.10 1.96 -0.17 -0.489
C -1.0005 4.3451 0.7906 2.14 1.17 -0.77 -0.522
O -1.9548 3.6338 1.4594 -1.52 -0.30 1.15 -0.364
C -2.0650 2.3470 0.8684 -0.36 -0.65 -0.78 -0.429
H -0.1792 1.9242 0.0479 0.32 0.01 -0.67 0.261
H -1.4666 1.8766 -1.2567 -0.03 -0.78 0.48 0.285
H -1.9285 4.1745 -1.0734 0.03 -0.18 -0.38 0.269
H -0.1326 4.0248 -1.1722 -0.16 0.27 -0.21 0.312
H -1.0447 5.4333 0.8352 -1.21 0.10 0.05 0.335
H -0.0133 4.2251 1.2368 0.49 -0.67 0.18 0.287
H -3.0527 2.1773 0.4397 -0.46 0.16 0.62 0.269
H -1.8348 1.5933 1.6214 -0.07 -0.08 -0.08 0.277
C 1.7990 -3.9054 3.3837 1.46 0.34 0.99 -0.545
C 0.7704 -2.8857 3.7141 0.06 2.46 -0.72 -0.598
C -0.5100 -3.6473 3.6704 1.38 -0.64 0.81 -0.288
O -0.0439 -4.8823 4.2504 -2.71 -1.32 0.79 -0.416
C 1.3194 -5.0533 4.2527 1.25 0.48 -1.97 -0.390
H 2.7798 -3.6167 3.7616 0.22 0.21 -0.47 0.297
H 1.8463 -4.0783 2.3085 -0.07 -0.34 0.08 0.265
H 0.8408 -2.0482 3.0200 -0.31 0.12 -0.16 0.337
H 0.8735 -2.4270 4.6975 0.31 -0.29 0.20 0.261
H -0.8299 -3.8278 2.6441 -0.54 0.08 0.13 0.254
H -1.2212 -3.2113 4.3719 -0.49 -0.22 -0.56 0.253
H 1.6268 -5.9513 3.7169 -0.26 -0.61 0.58 0.265
H 1.7976 -4.9668 5.2284 -0.30 -0.27 0.28 0.304
C 6.1254 1.5035 -1.2652 0.26 -0.18 0.62 -0.471
C 6.0909 0.8413 0.1240 -0.08 -0.09 0.79 -0.512
C 6.7019 -0.5409 -0.0013 0.48 1.79 -0.91 -0.382
O 6.4586 -0.8004 -1.3580 0.12 -2.56 -0.96 -0.442
C 6.1997 0.2910 -2.2088 -0.66 0.54 0.74 -0.307
H 7.0257 2.1047 -1.3925 -0.04 0.12 0.15 0.271
H 5.2561 2.1572 -1.3361 0.05 -0.10 -0.49 0.280
H 5.0840 0.5424 0.4156 -0.38 1.01 0.02 0.226
H 6.5801 1.4159 0.9105 -0.31 0.19 0.02 0.337
H 6.1705 -1.2067 0.6787 0.28 -0.47 -0.36 0.252
H 7.7788 -0.5321 0.1673 0.15 -0.27 0.28 0.282
H 5.2607 0.0803 -2.7206 -0.14 0.09 -0.03 0.209
H 6.9618 0.4034 -2.9800 0.26 -0.08 0.13 0.255
C -6.1775 1.2850 7.1699 -1.59 -0.61 0.50 -0.593
C -5.9089 2.3995 6.2015 2.60 -0.24 1.48 -0.405
C -6.4619 3.6049 7.0286 -1.32 -0.59 -2.49 -0.359
O -7.7763 3.0706 7.1900 -1.21 0.36 -0.41 -0.422
C -7.6205 1.7334 7.6489 1.99 0.21 2.21 -0.476
H -5.4347 1.2798 7.9676 -0.26 0.19 0.27 0.264
H -6.1416 0.2770 6.7567 -0.21 0.09 -0.29 0.323
H -6.3843 2.0809 5.2738 -0.21 1.27 -0.14 0.268
H -4.8228 2.3604 6.1191 0.14 0.61 -0.70 0.267
H -6.5220 4.5291 6.4539 -0.36 -0.11 -0.32 0.255
H -6.0612 3.9635 7.9767 0.74 -1.00 0.27 0.269
H -8.4331 1.0145 7.5450 -0.20 0.57 -0.91 0.347
H -7.5331 1.9158 8.7200 -0.11 -0.74 0.53 0.262
C 2.1912 2.8181 -7.2198 4.13 1.84 0.09 -0.447
C 1.0990 1.9386 -7.5219 -1.81 -1.35 -1.39 -0.398
C -0.0809 2.7361 -7.0666 -0.21 0.47 1.85 -0.484
O 0.2961 4.1476 -7.0992 -1.24 -1.09 -0.92 -0.404
C 1.6430 4.1656 -6.7040 0.11 -0.21 -0.23 -0.408
H 2.7725 2.9834 -8.1270 -0.03 0.37 -0.16 0.196
H 2.9622 2.3686 -6.5940 -0.22 0.12 0.57 0.328
H 1.1793 0.9719 -7.0248 -0.26 0.01 -0.07 0.242
H 1.0345 1.7870 -8.5994 -0.03 -0.33 -0.03 0.254
H -0.1307 2.5270 -5.9980 -0.63 -0.20 0.34 0.241
H -1.0299 2.4505 -7.5204 0.05 0.81 -0.21 0.369
H 1.7362 4.2913 -5.6253 -0.07 -0.27 0.32 0.228
H 2.0865 5.0574 -7.1468 0.21 -0.18 -0.15 0.283
C 0.0540 -5.8807 -3.0197 0.89 -0.54 0.50 -0.536
C -1.3826 -5.6005 -3.3168 -0.89 -1.93 -0.26 -0.507
C -1.4429 -4.1362 -3.0569 -2.36 -0.92 0.81 -0.378
O -0.3041 -3.6824 -3.6120 2.56 2.00 -1.87 -0.381
C 0.7731 -4.5775 -3.3395 -0.32 -0.32 1.20 -0.434
H 0.4424 -6.7882 -3.4821 0.10 0.16 -0.05 0.351
H 0.0960 -5.9914 -1.9362 0.24 -0.42 0.05 0.219
H -1.9041 -6.2944 -2.6576 -0.77 0.49 0.06 0.278
H -1.6910 -5.8608 -4.3293 0.19 0.18 -0.18 0.291
H -1.5256 -4.0019 -1.9784 0.29 0.41 0.48 0.231
H -2.3159 -3.6530 -3.4958 0.15 0.15 -0.17 0.318
H 1.2245 -4.2205 -2.4138 0.46 0.08 -0.02 0.247
H 1.5658 -4.6966 -4.0781 -0.53 0.65 -0.53 0.300
```
Forces are in eV/Å.

---

Density functional theory data (the ωB97M-V functional and the def2-TZVPD basis) for a molecular structure, C15H12BrF2N2O2PdS.

gap between HOMO and LUMO: 5.509 eV
lowest unoccupied orbital energy: 0.0855 hartree
HOMO level: -3.18 eV
electronic energy: -112618.2952 eV
net charge: -1
ΔE to the lowest compared entry with this formula, charge and spin: 1.4 kcal/mol

The geometry in XYZ format:
```
36
Properties=species:S:1:pos:R:3:forces:R:3:nbo_charge:R:1
Pd -0.3015 -0.0600 -0.6686 -0.78 -0.27 -0.10 0.390
C -0.0351 -0.8074 2.7008 -0.05 0.17 -0.10 -0.250
O -0.0374 0.4167 1.9696 0.21 -0.38 -0.14 -0.493
C -0.0312 1.6184 2.5410 0.04 0.30 0.27 0.287
C -0.0935 1.8931 3.8973 -0.07 -0.24 0.11 -0.321
C -0.0853 3.2147 4.3200 0.02 0.21 -0.13 -0.065
Br -0.1820 3.5658 6.1825 0.00 0.00 0.05 0.033
C -0.0237 4.2687 3.4397 -0.02 -0.14 0.26 -0.237
C 0.0406 3.9858 2.0747 -0.03 0.96 -0.53 -0.113
C 0.0510 2.6836 1.6294 -0.02 -0.30 -0.14 0.306
O 0.0608 2.3822 0.2870 0.17 0.14 0.00 -0.744
C 0.0618 5.1480 1.1335 0.04 -0.79 0.57 0.391
N 0.1512 6.3882 1.5236 -0.03 0.42 -0.25 -0.474
C 0.0839 7.1282 0.3466 0.06 0.06 0.41 0.065
C 0.1290 8.5107 0.1547 0.00 -0.03 0.05 -0.201
C 0.0362 8.9866 -1.1361 -0.02 -0.11 -0.14 -0.239
C -0.0966 8.1096 -2.2322 0.02 0.21 0.07 -0.221
C -0.1367 6.7428 -2.0633 0.00 -0.07 0.19 -0.255
C -0.0457 6.2756 -0.7514 0.02 -0.24 -0.23 0.166
N -0.0411 5.0064 -0.2162 -0.15 0.13 -0.28 -0.550
H 0.3000 -0.6706 3.7264 0.04 -0.01 0.02 0.168
H 0.6413 -1.4693 2.1679 0.01 -0.03 -0.02 0.225
H -1.0396 -1.2248 2.6690 -0.04 -0.02 0.10 0.199
H -0.1676 1.1032 4.6286 -0.01 -0.03 -0.02 0.229
H -0.0310 5.2961 3.7710 0.00 0.00 -0.03 0.252
H 0.9433 2.0699 -0.0003 0.04 -0.14 -0.06 0.527
H 0.2315 9.1790 1.0006 0.00 -0.03 -0.01 0.217
H 0.0659 10.0537 -1.3154 0.00 0.00 -0.02 0.206
H -0.1672 8.5191 -3.2315 0.00 0.03 0.00 0.207
H -0.2365 6.0711 -2.9054 0.00 -0.02 0.01 0.220
H -0.1744 4.1177 -0.6747 0.04 0.02 0.01 0.453
F 2.1401 1.1043 -0.9347 0.04 -0.02 0.02 -0.450
C 1.5876 -0.2371 -1.0454 0.46 0.06 0.18 0.354
F 2.3372 -0.9352 -0.1040 -0.19 0.07 -0.04 -0.397
H 1.9303 -0.5917 -2.0112 -0.03 0.04 -0.11 0.126
S -1.2649 -1.5905 -1.8542 0.22 0.05 0.03 -1.011
```
Forces are in eV/Å.

---

Let's list F_max in order: 1.58; 4.52; 1.10 eV Å⁻¹.